Record 1
Molecular formula: C60H130N6O8
Method: DFT, ωB97M-V/def2-TZVPD

Spin multiplicity   1
LUMO   0.455 eV
HOMO-LUMO gap   0.3210 Ha
SMILES   CC1(C)CCCC(C)(C)N1O.CC1(C)CCCC(C)(C)N1O.CC1(C)CCCC(C)(C)N1O.CC1(C)CCCC(C)(C)N1O.CC1(C)CCCC(C)(C)N1O.CC1(C)CCCC(C)(C)N1O.CC(C)O.CC(C)O
Highest occupied orbital energy   -8.28 eV

CARTESIAN COORDINATES (ANGSTROEM)
C -0.808 -5.977 2.084
C 0.622 -5.502 2.104
C 1.461 -6.727 1.547
C 0.771 -4.224 1.280
C 2.243 -3.713 1.308
C 2.523 -3.400 2.832
C 2.246 -4.555 3.813
C 3.368 -5.597 4.071
C 1.980 -3.837 5.200
N 0.902 -5.093 3.492
O 0.562 -6.089 4.372
H -1.149 -6.132 1.067
H -0.874 -6.831 2.746
H -1.409 -5.117 2.406
H 1.283 -7.580 2.183
H 0.999 -6.963 0.592
H 2.518 -6.551 1.364
H 0.398 -4.345 0.283
H 0.046 -3.542 1.722
H 2.902 -4.419 0.796
H 2.327 -2.763 0.759
H 1.783 -2.592 2.995
H 3.501 -2.962 3.017
H 3.147 -6.282 4.900
H 4.211 -5.033 4.448
H 3.604 -6.044 3.115
H 2.839 -3.245 5.453
H 1.856 -4.517 6.021
H 1.076 -3.259 5.030
H -0.253 -5.795 4.825
C 2.684 3.748 -0.369
C 4.070 3.369 0.160
C 5.109 4.120 -0.608
C 4.119 3.837 1.627
C 5.322 3.310 2.447
C 5.185 1.708 2.384
C 5.159 1.176 0.910
C 6.529 1.171 0.342
C 4.715 -0.319 0.908
N 4.104 1.902 0.156
O 4.158 1.441 -1.200
H 2.003 3.046 0.114
H 2.435 4.773 -0.060
H 2.648 3.637 -1.452
H 4.882 5.181 -0.448
H 6.099 3.872 -0.259
H 4.990 4.047 -1.678
H 4.057 4.935 1.614
H 3.130 3.560 2.037
H 6.298 3.713 2.125
H 5.236 3.590 3.499
H 4.192 1.542 2.795
H 5.888 1.117 2.980
H 6.862 2.208 0.271
H 6.594 0.751 -0.655
H 7.167 0.559 0.965
H 4.539 -0.685 -0.098
H 3.786 -0.475 1.440
H 5.550 -0.882 1.318
H 4.771 2.003 -1.697
C -1.864 2.249 -3.864
C -1.165 3.350 -4.731
C 0.010 2.740 -5.508
C -2.117 4.014 -5.717
C -3.181 4.944 -5.096
C -2.430 6.006 -4.262
C -1.390 5.384 -3.205
C -0.524 6.553 -2.769
C -2.116 4.873 -1.993
N -0.586 4.474 -3.987
O 0.517 4.019 -3.167
H -2.115 1.464 -4.573
H -1.303 1.811 -3.047
H -2.809 2.719 -3.603
H -0.332 2.069 -6.274
H 0.530 3.539 -6.053
H 0.681 2.278 -4.804
H -1.428 4.599 -6.350
H -2.542 3.191 -6.285
H -3.846 5.435 -5.805
H -3.893 4.491 -4.414
H -3.113 6.788 -3.906
H -1.845 6.614 -4.967
H -0.016 7.022 -3.626
H 0.162 6.201 -1.999
H -1.152 7.338 -2.364
H -2.630 5.711 -1.509
H -1.351 4.590 -1.281
H -2.835 4.095 -2.201
H 0.382 3.119 -2.825
C 2.210 -2.602 -6.693
C 2.315 -2.306 -5.195
C 2.809 -0.914 -4.970
C 0.883 -2.559 -4.595
C 0.876 -2.686 -3.048
C 1.802 -3.799 -2.594
C 3.264 -3.636 -3.161
C 4.027 -2.587 -2.373
C 3.997 -4.950 -2.983
N 3.140 -3.373 -4.622
O 4.476 -3.241 -5.167
H 2.088 -3.662 -6.855
H 1.328 -2.098 -7.086
H 3.173 -2.302 -7.105
H 3.833 -0.764 -5.367
H 2.221 -0.213 -5.553
H 2.711 -0.518 -3.978
H 0.201 -1.800 -5.035
H 0.419 -3.462 -5.012
H 1.212 -1.705 -2.722
H -0.157 -2.796 -2.755
H 1.466 -4.735 -3.020
H 1.806 -3.921 -1.487
H 3.448 -1.640 -2.248
H 4.993 -2.294 -2.727
H 3.965 -2.988 -1.378
H 5.024 -4.754 -3.252
H 3.602 -5.719 -3.626
H 3.974 -5.271 -1.922
H 4.836 -2.401 -4.860
C -6.282 -1.804 -3.683
C -4.946 -1.767 -2.924
C -3.937 -2.516 -3.800
C -4.574 -0.318 -2.648
C -3.501 -0.170 -1.591
C -4.028 -0.819 -0.370
C -4.318 -2.325 -0.587
C -3.024 -3.213 -0.629
C -5.025 -2.758 0.762
N -5.268 -2.416 -1.677
O -5.411 -3.824 -1.835
H -6.742 -2.734 -4.024
H -6.944 -1.334 -2.948
H -6.163 -1.136 -4.543
H -4.254 -3.563 -3.834
H -3.801 -2.217 -4.826
H -2.925 -2.561 -3.380
H -4.305 0.158 -3.579
H -5.438 0.225 -2.248
H -2.651 -0.726 -2.018
H -3.223 0.860 -1.368
H -4.970 -0.362 -0.038
H -3.332 -0.748 0.480
H -2.351 -2.810 0.137
H -2.504 -3.020 -1.559
H -3.054 -4.303 -0.552
H -5.881 -2.118 0.991
H -4.310 -2.795 1.550
H -5.381 -3.779 0.636
H -6.372 -3.979 -1.784
C -1.662 1.369 7.584
C -2.639 1.124 6.435
C -3.967 0.811 7.103
C -2.730 2.407 5.555
C -3.645 2.136 4.366
C -3.067 0.975 3.523
C -2.713 -0.329 4.307
C -3.899 -1.259 4.405
C -1.647 -1.021 3.392
N -2.043 0.079 5.571
O -1.679 -1.040 6.353
H -0.693 1.519 7.114
H -1.961 2.314 8.068
H -1.617 0.536 8.280
H -3.938 -0.136 7.602
H -4.292 1.631 7.735
H -4.823 0.762 6.435
H -3.121 3.200 6.175
H -1.693 2.634 5.260
H -4.685 1.933 4.614
H -3.723 2.954 3.647
H -2.191 1.337 2.966
H -3.732 0.538 2.766
H -4.766 -0.680 4.699
H -3.645 -2.018 5.145
H -4.124 -1.788 3.481
H -1.882 -0.852 2.325
H -1.629 -2.107 3.593
H -0.666 -0.626 3.708
H -2.454 -1.385 6.797
C 1.067 -0.256 -0.045
C 0.171 0.522 -0.944
C -0.579 1.573 -0.008
O 0.945 1.238 -1.889
H 0.518 -0.903 0.654
H 1.692 0.427 0.489
H 1.696 -0.926 -0.639
H -0.566 -0.051 -1.526
H -1.569 1.839 -0.342
H 0.183 2.339 0.038
H -0.769 1.129 0.957
H 1.812 1.514 -1.530
C -1.494 5.314 1.980
C -0.858 5.751 3.307
C 0.511 5.057 3.375
O -0.789 7.149 3.467
H -2.563 5.465 1.911
H -1.291 4.240 1.854
H -0.947 5.768 1.148
H -1.595 5.423 4.059
H 0.376 4.015 3.036
H 0.859 4.986 4.390
H 1.187 5.434 2.616
H -0.354 7.558 2.710

Mulliken population analysis, charges in e, atoms 1 to 2: -2.022 1.365

***

Record 2
Molecular formula: C4H7NO2
Method: DFT, ωB97M-V/def2-TZVPD

Spin multiplicity   1
LUMO   0.636 eV
HOMO-LUMO gap   0.3417 Ha
Highest occupied orbital energy   -8.66 eV

CARTESIAN COORDINATES (ANGSTROEM)
C 0.737 1.177 1.485
C 0.014 0.054 0.820
C -1.243 0.384 0.141
O -0.252 0.478 -0.912
C 0.588 -0.728 -0.945
O 1.775 -0.604 -1.102
N -0.173 -1.847 -1.280
H 0.372 2.183 1.231
H 0.619 1.050 2.573
H 1.807 1.106 1.273
H -1.983 -0.403 -0.015
H -1.667 1.385 0.246
H 0.408 -2.568 -1.685
H -1.002 -1.668 -1.830

natural (NBO) population analysis, charges in e, atoms 1 to 2: -0.719 0.127

***

Record 3
Molecular formula: C5H10O2
Method: DFT, ωB97M-V/def2-TZVPD

Spin multiplicity   1
LUMO   1.044 eV
HOMO-LUMO gap   0.4012 Ha
SMILES   C[C@@H](O)[C@H]1CCO1
Highest occupied orbital energy   -9.87 eV

CARTESIAN COORDINATES (ANGSTROEM)
C 1.093 -0.574 1.929
C 0.794 -0.833 0.431
O -0.176 -1.842 0.186
C 0.291 0.442 -0.285
C -0.271 0.540 -1.737
C -1.561 1.019 -1.057
O -1.035 0.714 0.245
H 1.278 -1.530 2.439
H 2.007 0.031 2.100
H 0.257 -0.070 2.398
H 1.782 -1.188 0.167
H -1.024 -1.384 0.334
H 0.983 1.259 -0.061
H 0.212 1.275 -2.391
H -0.380 -0.407 -2.268
H -2.478 0.456 -1.275
H -1.773 2.092 -1.155

natural (NBO) population analysis, charges in e, atoms 1 to 2: -0.634 0.068

***

Record 4
Molecular formula: C5H17N4O
Method: DFT, ωB97M-V/def2-TZVPD

Spin multiplicity   1
LUMO   -2.579 eV
HOMO-LUMO gap   0.3892 Ha
Net charge   +1
Highest occupied orbital energy   -13.17 eV

CARTESIAN COORDINATES (ANGSTROEM)
C -2.133 -2.300 0.738
C 3.027 1.125 0.702
C 0.370 0.308 -2.069
C -0.848 -1.654 0.253
C -1.471 2.584 0.284
N -2.118 1.794 0.931
N 2.325 -0.152 0.527
N -0.069 0.550 -0.705
N -1.151 -0.320 -0.329
O -0.825 3.240 -0.397
H -2.612 -1.695 1.503
H -2.835 -2.453 -0.079
H -1.912 -3.272 1.170
H 2.671 1.596 1.615
H 4.111 1.015 0.767
H 2.793 1.777 -0.141
H 0.774 -0.697 -2.228
H -0.457 0.481 -2.758
H 1.147 1.032 -2.291
H -0.363 -2.279 -0.501
H -0.155 -1.501 1.081
H -2.778 1.990 1.656
H -1.704 0.272 0.370
H 2.461 -0.716 1.362
H 2.765 -0.663 -0.237
H -1.760 -0.443 -1.149
H 0.746 0.380 -0.074

natural (NBO) population analysis, charges in e, atoms 1 to 2: -0.632 -0.419

***

Record 5
Molecular formula: C24H34AgAsF6N2O13
Method: DFT, ωB97M-V/def2-TZVPD

Spin multiplicity   1
LUMO   -0.761 eV
HOMO-LUMO gap   0.3212 Ha
Highest occupied orbital energy   -9.50 eV

CARTESIAN COORDINATES (ANGSTROEM)
Ag 0.434 0.097 -0.235
As -3.198 0.475 -1.563
F -4.493 0.755 -2.744
F -2.572 -1.039 -2.422
F -1.940 0.148 -0.253
F -3.591 1.973 -0.678
F -4.291 -0.488 -0.551
F -2.041 1.467 -2.492
C -5.096 0.642 4.841
C -4.692 0.836 3.497
C -3.429 0.473 3.109
C -2.523 -0.024 4.020
C -2.938 -0.268 5.345
C -4.270 0.010 5.762
N -1.133 -0.239 3.562
O -0.458 -1.019 4.305
O -0.750 0.247 2.508
H -6.007 1.131 5.153
H -5.492 1.323 2.958
H -3.186 0.682 2.078
H -2.248 -0.746 6.024
H -4.480 -0.059 6.819
C 0.971 -1.038 -7.253
C 2.118 -1.653 -6.807
C 2.380 -1.900 -5.413
C 1.385 -1.479 -4.498
C 0.139 -1.051 -4.907
C -0.062 -0.759 -6.286
N 1.726 -1.634 -3.060
O 2.674 -2.307 -2.714
O 1.018 -1.052 -2.228
H 0.937 -0.808 -8.308
H 2.900 -1.928 -7.500
H 3.325 -2.303 -5.080
H -0.594 -0.722 -4.185
H -1.031 -0.378 -6.572
C -2.329 -5.136 -0.538
C -1.931 -3.721 -0.179
O -1.196 -3.815 1.068
C -0.083 -3.017 1.282
O 0.243 -2.073 0.501
O 0.506 -3.287 2.435
C 1.625 -2.516 2.833
H -3.035 -5.693 0.078
H -1.445 -5.759 -0.674
H -2.782 -5.088 -1.528
H -2.720 -3.002 0.041
H -1.246 -3.343 -0.938
H 1.313 -1.475 2.911
H 2.416 -2.578 2.086
H 2.029 -2.808 3.802
C -0.472 3.707 3.076
C -1.400 3.608 1.869
O -0.849 4.282 0.745
C -0.293 3.611 -0.269
O -0.294 2.390 -0.354
O 0.316 4.489 -1.083
C 0.912 4.072 -2.312
H -0.947 3.122 3.864
H -0.401 4.732 3.440
H 0.542 3.359 2.879
H -2.461 3.746 2.082
H -1.478 2.539 1.676
H 1.650 4.801 -2.649
H 0.051 3.861 -2.947
H 1.498 3.155 -2.379
C 5.454 -1.476 -0.678
C 4.789 -0.872 0.593
O 4.789 0.482 0.513
C 3.633 1.243 0.509
O 2.458 0.836 0.373
O 3.940 2.488 0.861
C 3.007 3.545 0.893
H 5.091 -2.490 -0.844
H 6.543 -1.445 -0.656
H 5.210 -0.952 -1.603
H 5.549 -1.063 1.351
H 3.918 -1.432 0.933
H 3.600 4.378 1.269
H 2.132 3.382 1.523
H 2.649 3.847 -0.091

Mulliken population analysis, charges in e, atoms 1 to 2: 1.087 2.000

***

Record 6
Molecular formula: C4H12
Method: DFT, ωB97M-V/def2-TZVPD

Spin multiplicity   1
LUMO   1.147 eV
HOMO-LUMO gap   0.4592 Ha
SMILES   CC.CC
Highest occupied orbital energy   -11.35 eV

CARTESIAN COORDINATES (ANGSTROEM)
C 1.648 1.033 1.736
C 0.998 1.552 0.457
H 2.695 0.744 1.751
H 1.440 1.682 2.583
H 1.109 0.110 2.004
H 0.297 2.336 0.745
H 0.624 0.900 -0.326
H 1.709 2.142 -0.147
C -1.008 -2.007 -1.238
C -1.642 -0.635 -0.968
H -0.908 -2.217 -2.297
H 0.037 -1.958 -0.900
H -1.453 -2.813 -0.671
H -1.466 0.025 -1.815
H -1.358 -0.134 -0.047
H -2.726 -0.761 -0.867

natural (NBO) population analysis, charges in e, atoms 1 to 2: -0.617 -0.627

***

Record 7
Molecular formula: C2H5N2O2S2
Method: DFT, ωB97M-V/def2-TZVPD

Spin multiplicity   1
LUMO   -5.211 eV
HOMO-LUMO gap   0.3165 Ha
Net charge   +1
SMILES   SSC1=[NH+]OCON1
Highest occupied orbital energy   -13.82 eV

CARTESIAN COORDINATES (ANGSTROEM)
S 2.831 1.326 0.790
S 1.594 -0.071 1.839
C 0.464 -0.348 0.613
N 0.376 0.538 -0.800
O -0.508 0.022 -1.687
C -1.778 -0.192 -1.066
O -1.700 -1.197 -0.049
N -0.754 -0.812 0.946
H 3.992 1.086 1.436
H 1.243 0.610 -1.325
H -2.422 -0.839 -1.793
H -2.101 0.887 -0.720
H -1.238 -1.011 1.815

natural (NBO) population analysis, charges in e, atoms 1 to 2: -0.051 0.362

***

Record 8
Molecular formula: C2H2FN3O
Method: DFT, ωB97M-V/def2-TZVPD

Spin multiplicity   1
LUMO   0.266 eV
HOMO-LUMO gap   0.3401 Ha
Highest occupied orbital energy   -8.99 eV

CARTESIAN COORDINATES (ANGSTROEM)
C -1.578 0.454 1.474
C 1.232 0.618 -1.171
N -0.869 -0.507 1.408
N -0.005 -1.193 0.811
N 0.587 0.237 -2.119
O 1.683 0.936 -0.154
F 0.975 0.275 -3.385
H -1.737 1.327 2.110
H -0.287 -2.145 1.025

natural (NBO) population analysis, charges in e, atoms 1 to 2: -0.005 0.813

***

Record 9
Molecular formula: C5H11N3O
Method: DFT, ωB97M-V/def2-TZVPD

Spin multiplicity   1
LUMO (spin up / spin down)   -0.345 / -0.343 eV
HOMO-LUMO gap (spin up / spin down)   0.2541 / 0.2542 Ha
Highest occupied orbital energy (spin up / spin down)   -7.26 / -7.26 eV

CARTESIAN COORDINATES (ANGSTROEM)
C 0.178 1.455 0.174
C 1.844 -0.571 0.879
C -0.610 1.127 1.419
N 1.615 0.455 -0.002
H 1.529 0.084 -0.944
H 0.733 2.382 0.294
H -0.438 1.495 -0.723
H 0.700 -1.366 0.664
H 2.499 -1.363 0.511
H 2.090 -0.229 1.880
H -1.409 1.856 1.570
H 0.030 1.135 2.300
H -1.080 0.145 1.364
C -0.800 -1.193 -0.994
N -2.068 -0.691 -1.045
C -0.038 -1.097 -2.208
O -0.400 -1.859 0.017
N 0.572 -0.968 -3.179
H -2.319 -0.036 -1.768
H -2.628 -0.761 -0.208

natural (NBO) population analysis, charges in e, atoms 1 to 2: -0.224 -0.473

***

Record 10
Molecular formula: C4H5LiO2Pt
Method: DFT, ωB97M-V/def2-TZVPD

Spin multiplicity   3
LUMO (spin up / spin down)   -9.218 / -12.539 eV
HOMO-LUMO gap (spin up / spin down)   0.2668 / 0.1919 Ha
Net charge   +2
Expectation value of S²   2.0478
Highest occupied orbital energy (spin up / spin down)   -16.48 / -17.76 eV

CARTESIAN COORDINATES (ANGSTROEM)
H 3.606 -0.157 0.168
C 4.465 0.063 -1.028
C 4.728 -1.300 -1.575
C 6.234 -1.530 -1.620
C 6.996 -0.287 -1.299
O 6.373 0.429 -0.411
O 3.982 0.989 -1.633
Li 3.756 2.888 -1.538
Pt 7.270 1.813 -1.203
H 4.255 -1.365 -2.566
H 4.199 -2.014 -0.927
H 6.593 -1.863 -2.608
H 6.560 -2.287 -0.889

natural (NBO) population analysis, charges in e, atoms 1 to 2: 0.394 0.454

***

Record 11
Molecular formula: C28H25NO2P
Method: DFT, ωB97M-V/def2-TZVPD

Spin multiplicity   1
LUMO   2.317 eV
HOMO-LUMO gap   0.1768 Ha
Net charge   -1
Highest occupied orbital energy   -2.50 eV

CARTESIAN COORDINATES (ANGSTROEM)
C 2.746 2.749 0.529
C 2.258 1.311 0.343
C 2.145 0.558 1.568
C 2.735 -0.708 1.852
C 2.993 -1.729 0.883
C 3.551 -2.952 1.269
C 3.875 -3.203 2.614
C 3.704 -2.186 3.567
C 3.155 -0.967 3.193
O 1.998 0.847 -0.787
H 3.591 2.787 1.237
H 3.090 3.174 -0.421
H 1.928 3.360 0.943
H 1.753 1.136 2.409
H 2.722 -1.513 -0.154
H 3.738 -3.727 0.516
H 4.231 -4.190 2.917
H 4.001 -2.361 4.605
H 3.048 -0.160 3.921
C -1.091 4.460 -1.784
C -0.178 3.414 -1.645
C -0.603 2.094 -1.806
C -1.949 1.820 -2.061
P -2.614 0.152 -1.840
C -1.711 -0.811 -3.069
C -0.910 -1.856 -2.608
C -0.091 -2.553 -3.503
C -0.079 -2.203 -4.855
C -0.928 -1.195 -5.328
C -1.756 -0.503 -4.443
N -1.925 -0.300 -0.367
C -1.941 0.308 0.758
C -1.902 -0.388 2.046
C -2.453 0.213 3.200
C -2.341 -0.419 4.439
C -1.707 -1.674 4.514
C -1.248 -2.316 3.350
C -1.365 -1.679 2.111
O -4.095 0.002 -1.898
C -2.839 2.865 -2.340
C -2.404 4.182 -2.180
H -0.783 5.487 -1.589
H 0.863 3.610 -1.395
H 0.123 1.291 -1.692
H -0.910 -2.102 -1.545
H 0.529 -3.364 -3.127
H 0.584 -2.720 -5.545
H -0.944 -0.949 -6.388
H -2.425 0.278 -4.805
H -2.074 1.400 0.868
H -2.988 1.157 3.087
H -2.744 0.060 5.340
H -1.519 -2.125 5.493
H -0.794 -3.311 3.407
H -1.075 -2.167 1.181
H -3.865 2.626 -2.632
H -3.108 4.992 -2.349

natural (NBO) population analysis, charges in e, atoms 1 to 2: -0.708 0.510